Entry 1:
Below is a cluster of 2 separate species, C30H25F8N3O5S in total at a distorted geometry, with properties calculated with ωB97M-V/def2-TZVPD.

```
72
Properties=species:S:1:pos:R:3:mulliken_charge:R:1
F 3.159 0.879 5.560 -0.23
C 3.149 0.768 4.216 0.60
F 2.355 1.755 3.713 -0.18
F 4.390 0.943 3.737 -0.25
S 2.497 -0.919 3.752 0.97
C 1.804 -0.588 2.168 -1.69
C 1.998 -1.680 1.265 0.68
C 2.417 -1.448 -0.078 -0.07
C 2.990 -2.458 -0.816 -0.63
C 3.009 -3.770 -0.297 -0.33
N 3.591 -4.804 -1.062 0.97
O 3.571 -5.972 -0.615 -0.63
O 4.116 -4.491 -2.157 -0.63
C 2.430 -4.062 0.960 -0.85
C 1.900 -3.041 1.713 -0.34
O 3.635 -1.807 3.732 -0.67
O 1.394 -1.186 4.663 -0.69
H 2.000 0.422 1.815 0.97
H 2.396 -0.423 -0.450 0.70
H 3.452 -2.269 -1.779 0.53
H 2.428 -5.089 1.326 0.48
H 1.405 -3.262 2.662 0.50
C -3.956 2.141 -3.134 -0.97
N -2.951 1.345 -2.464 0.32
C -2.323 0.301 -3.082 0.17
O -2.576 -0.115 -4.210 -0.70
C -1.297 -0.254 -2.084 -0.09
C 0.110 -0.267 -2.647 0.82
C 0.233 -1.200 -3.807 -0.11
C 0.375 -0.739 -5.118 0.27
F 0.448 0.598 -5.342 -0.37
C 0.394 -1.601 -6.209 0.31
F 0.495 -1.121 -7.466 -0.29
C 0.315 -2.979 -5.996 0.65
F 0.341 -3.829 -7.039 -0.29
C 0.203 -3.474 -4.694 0.13
F 0.133 -4.804 -4.482 -0.29
C 0.162 -2.582 -3.628 0.24
F 0.003 -3.076 -2.367 -0.43
N -1.478 0.612 -0.919 0.34
C -0.789 0.403 0.221 -0.26
C -0.790 1.263 1.317 0.11
C -0.489 0.890 2.622 -0.91
C -0.623 1.787 3.747 0.42
C -0.323 1.368 5.066 -0.22
C -0.447 2.228 6.146 -0.88
C -0.995 3.509 5.974 -0.38
C -1.309 3.953 4.682 -0.77
C -1.095 3.119 3.586 -0.32
C -2.376 1.744 -1.186 0.17
C -1.582 3.047 -1.371 -1.40
C -3.486 1.908 -0.139 -1.73
H -4.140 1.730 -4.129 0.37
H -4.892 2.130 -2.562 0.29
H -3.634 3.186 -3.229 0.33
H -1.591 -1.291 -1.850 0.51
H 0.387 0.743 -2.971 0.67
H 0.800 -0.575 -1.854 -1.33
H -0.230 -0.540 0.275 1.13
H -1.062 2.302 1.129 -0.17
H -0.305 -0.167 2.830 0.88
H 0.023 0.350 5.219 0.59
H -0.127 1.897 7.135 0.42
H -1.152 4.166 6.834 0.37
H -1.721 4.953 4.521 0.39
H -1.308 3.512 2.589 0.34
H -0.870 2.929 -2.201 0.32
H -2.277 3.862 -1.607 0.48
H -1.031 3.306 -0.464 0.32
H -4.170 1.051 -0.206 0.42
H -3.075 1.949 0.871 0.43
H -4.036 2.837 -0.335 0.46
```

Calculated values
Frontier orbital gap   4.808 eV
Lowest unoccupied orbital energy   -2.3 eV
Relative energy (zero: lowest compared OMol25 entry of this formula, charge and spin)   164.13 kJ/mol
E   -2895.5594 a.u.
HOMO energy   -0.260 Eh



Entry 2:
Below is a structure of composition C30H25N5O3RhS4 at a distorted geometry, with properties calculated with ωB97M-V/def2-TZVPD.

```
68
Properties=species:S:1:pos:R:3:mulliken_spin:R:1
Rh -1.449 0.979 -1.292 2.43
C 3.509 -1.181 3.656 0.00
C 2.970 -0.901 2.281 0.00
C 3.819 -0.632 1.213 0.00
C 3.311 -0.374 -0.053 0.00
C 1.942 -0.388 -0.247 0.04
C 1.072 -0.648 0.805 0.00
C 1.590 -0.899 2.061 0.00
S 1.270 0.059 -1.825 -0.07
O 0.088 -0.761 -2.080 0.05
O 2.304 0.085 -2.808 0.02
N 0.583 1.489 -1.535 0.17
C 1.039 2.769 -1.455 0.03
C 2.347 3.191 -1.309 0.03
C 2.634 4.559 -1.169 -0.01
C 1.646 5.507 -1.173 0.02
C 0.300 5.120 -1.359 0.00
C -0.775 6.030 -1.444 0.00
C -2.031 5.566 -1.723 0.00
C -2.236 4.184 -1.869 -0.01
N -1.268 3.304 -1.748 0.12
C -0.004 3.750 -1.512 -0.04
H 4.595 -1.244 3.655 0.00
H 3.107 -2.120 4.040 0.00
H 3.211 -0.391 4.347 0.00
H 4.890 -0.619 1.372 0.00
H 3.964 -0.167 -0.891 0.00
H 0.003 -0.664 0.627 0.00
H 0.923 -1.096 2.892 0.00
H 3.144 2.461 -1.305 0.00
H 3.664 4.870 -1.055 0.00
H 1.879 6.558 -1.068 0.00
H -0.583 7.087 -1.304 0.00
H -2.867 6.242 -1.836 0.00
H -3.220 3.789 -2.083 0.01
O -3.856 1.619 -1.338 0.04
C -4.419 1.548 -0.030 0.00
C -3.359 1.641 1.043 0.01
C -3.720 1.538 2.380 0.00
C -2.746 1.675 3.352 0.00
C -1.437 1.930 2.965 0.00
C -1.155 2.002 1.616 0.00
N -2.094 1.839 0.676 0.07
H -4.382 1.081 -1.940 0.00
H -4.970 0.616 0.113 0.00
H -5.114 2.383 0.103 0.00
H -4.755 1.359 2.641 0.00
H -3.003 1.587 4.399 0.00
H -0.651 2.076 3.692 0.00
H -0.153 2.203 1.255 0.00
S -2.302 -6.396 -2.828 0.42
C -2.113 -4.943 -2.081 -0.12
S -3.261 -3.658 -2.339 -0.02
C -2.288 -2.616 -1.303 0.02
N -1.226 -3.222 -0.841 0.18
N -1.104 -4.480 -1.251 0.18
C 0.059 -5.164 -0.767 0.02
C 0.188 -6.552 -0.742 0.04
C 1.364 -7.119 -0.280 -0.02
C 2.400 -6.324 0.183 0.05
C 2.253 -4.944 0.199 -0.02
C 1.096 -4.361 -0.275 0.02
S -2.811 -1.066 -0.919 0.31
H -0.615 -7.190 -1.056 0.00
H 1.462 -8.195 -0.270 0.00
H 3.314 -6.778 0.540 0.00
H 3.045 -4.314 0.581 0.00
H 0.980 -3.289 -0.282 0.02
```

Calculated values
Spin multiplicity   5
<S²>   6.056
Frontier orbital gap (alpha / beta)   7.436 / 4.185 eV
Charge   +1
Lowest unoccupied orbital energy (alpha / beta)   -2.7 / -5.9 eV
Relative energy (zero: lowest compared OMol25 entry of this formula, charge and spin)   3.08 kJ/mol
E   -3360.7270 a.u.
HOMO energy (alpha / beta)   -0.373 / -0.371 Eh



Entry 3:
Below is a structure of composition C30H26AuN4O5STe at a distorted geometry, with properties calculated with ωB97M-V/def2-TZVPD.

```
68
Properties=species:S:1:pos:R:3:mulliken_spin:R:1
Au -1.110 -2.020 -2.014 0.00
C 1.119 5.378 2.725 0.00
O 1.342 4.503 3.828 0.02
C 2.001 3.355 3.606 0.05
C 2.484 2.959 2.355 -0.02
C 3.138 1.747 2.226 0.02
C 3.335 0.944 3.347 0.05
C 2.908 1.376 4.607 0.05
C 2.218 2.554 4.732 -0.03
N 4.054 -0.266 3.316 0.16
N 4.178 -0.938 2.290 0.16
C 3.330 -1.256 1.297 0.18
C 3.937 -1.579 0.053 0.02
C 3.199 -1.837 -1.056 0.04
C 1.772 -1.859 -1.002 0.07
O 1.094 -2.041 -2.039 0.11
C 1.128 -1.692 0.314 0.06
N -0.202 -1.885 0.340 0.00
C -0.827 -1.819 1.501 0.00
C -0.147 -1.591 2.703 0.00
C 1.211 -1.397 2.679 0.04
C 1.889 -1.413 1.452 -0.01
H 0.548 6.212 3.114 0.00
H 0.545 4.877 1.944 0.00
H 2.064 5.741 2.319 0.00
H 2.386 3.605 1.497 0.00
H 3.551 1.455 1.266 0.04
H 3.119 0.759 5.472 0.00
H 1.857 2.901 5.692 0.00
H 5.019 -1.553 0.005 0.00
H 3.668 -2.037 -2.010 0.00
H -1.899 -1.980 1.491 0.00
H -0.689 -1.593 3.639 0.00
H 1.757 -1.263 3.604 0.01
N -0.472 1.341 -2.255 0.19
C 0.850 1.477 -2.072 0.14
C 1.756 0.650 -2.800 0.14
C 3.076 0.674 -2.489 0.03
C 3.546 1.559 -1.475 0.19
C 2.625 2.367 -0.729 0.03
C 1.311 2.344 -1.040 0.09
S 5.230 1.644 -1.046 -0.03
O 4.956 0.909 0.219 0.17
O 5.964 0.894 -2.028 0.00
O 5.580 3.025 -0.856 0.01
H -1.079 2.058 -1.886 -0.01
H -0.805 0.911 -3.105 -0.01
H 1.370 -0.021 -3.558 0.00
H 3.797 0.044 -2.996 0.01
H 3.017 2.985 0.070 0.02
H 0.590 2.947 -0.498 0.00
C -4.557 -2.222 -0.820 0.00
Te -3.494 -1.174 -2.350 0.00
C -4.622 -2.465 -3.619 0.00
C -5.922 -2.612 -2.864 0.00
C -7.126 -2.853 -3.513 0.00
C -8.295 -2.992 -2.778 0.00
C -8.264 -2.888 -1.394 0.00
C -7.064 -2.639 -0.741 0.00
C -5.893 -2.499 -1.472 0.00
H -4.634 -1.620 0.083 0.00
H -3.999 -3.131 -0.605 0.00
H -4.068 -3.397 -3.709 0.00
H -4.743 -2.021 -4.603 0.00
H -7.152 -2.934 -4.593 0.00
H -9.234 -3.168 -3.289 0.00
H -9.178 -2.988 -0.822 0.00
H -7.043 -2.552 0.340 0.00
```

Calculated values
Spin multiplicity   3
<S²>   2.077
Frontier orbital gap (alpha / beta)   6.433 / 5.500 eV
Charge   +1
Lowest unoccupied orbital energy (alpha / beta)   -3.6 / -5.7 eV
Relative energy (zero: lowest compared OMol25 entry of this formula, charge and spin)   59.43 kJ/mol
E   -2555.5630 a.u.
HOMO energy (alpha / beta)   -0.370 / -0.412 Eh



Please write out number 3 again, unchanged.
Below is a structure of composition C30H26AuN4O5STe at a distorted geometry, with properties calculated with ωB97M-V/def2-TZVPD.

```
68
Properties=species:S:1:pos:R:3:mulliken_spin:R:1
Au -1.110 -2.020 -2.014 0.00
C 1.119 5.378 2.725 0.00
O 1.342 4.503 3.828 0.02
C 2.001 3.355 3.606 0.05
C 2.484 2.959 2.355 -0.02
C 3.138 1.747 2.226 0.02
C 3.335 0.944 3.347 0.05
C 2.908 1.376 4.607 0.05
C 2.218 2.554 4.732 -0.03
N 4.054 -0.266 3.316 0.16
N 4.178 -0.938 2.290 0.16
C 3.330 -1.256 1.297 0.18
C 3.937 -1.579 0.053 0.02
C 3.199 -1.837 -1.056 0.04
C 1.772 -1.859 -1.002 0.07
O 1.094 -2.041 -2.039 0.11
C 1.128 -1.692 0.314 0.06
N -0.202 -1.885 0.340 0.00
C -0.827 -1.819 1.501 0.00
C -0.147 -1.591 2.703 0.00
C 1.211 -1.397 2.679 0.04
C 1.889 -1.413 1.452 -0.01
H 0.548 6.212 3.114 0.00
H 0.545 4.877 1.944 0.00
H 2.064 5.741 2.319 0.00
H 2.386 3.605 1.497 0.00
H 3.551 1.455 1.266 0.04
H 3.119 0.759 5.472 0.00
H 1.857 2.901 5.692 0.00
H 5.019 -1.553 0.005 0.00
H 3.668 -2.037 -2.010 0.00
H -1.899 -1.980 1.491 0.00
H -0.689 -1.593 3.639 0.00
H 1.757 -1.263 3.604 0.01
N -0.472 1.341 -2.255 0.19
C 0.850 1.477 -2.072 0.14
C 1.756 0.650 -2.800 0.14
C 3.076 0.674 -2.489 0.03
C 3.546 1.559 -1.475 0.19
C 2.625 2.367 -0.729 0.03
C 1.311 2.344 -1.040 0.09
S 5.230 1.644 -1.046 -0.03
O 4.956 0.909 0.219 0.17
O 5.964 0.894 -2.028 0.00
O 5.580 3.025 -0.856 0.01
H -1.079 2.058 -1.886 -0.01
H -0.805 0.911 -3.105 -0.01
H 1.370 -0.021 -3.558 0.00
H 3.797 0.044 -2.996 0.01
H 3.017 2.985 0.070 0.02
H 0.590 2.947 -0.498 0.00
C -4.557 -2.222 -0.820 0.00
Te -3.494 -1.174 -2.350 0.00
C -4.622 -2.465 -3.619 0.00
C -5.922 -2.612 -2.864 0.00
C -7.126 -2.853 -3.513 0.00
C -8.295 -2.992 -2.778 0.00
C -8.264 -2.888 -1.394 0.00
C -7.064 -2.639 -0.741 0.00
C -5.893 -2.499 -1.472 0.00
H -4.634 -1.620 0.083 0.00
H -3.999 -3.131 -0.605 0.00
H -4.068 -3.397 -3.709 0.00
H -4.743 -2.021 -4.603 0.00
H -7.152 -2.934 -4.593 0.00
H -9.234 -3.168 -3.289 0.00
H -9.178 -2.988 -0.822 0.00
H -7.043 -2.552 0.340 0.00
```

Calculated values
Spin multiplicity   3
<S²>   2.077
Frontier orbital gap (alpha / beta)   6.433 / 5.500 eV
Charge   +1
Lowest unoccupied orbital energy (alpha / beta)   -3.6 / -5.7 eV
Relative energy (zero: lowest compared OMol25 entry of this formula, charge and spin)   59.43 kJ/mol
E   -2555.5630 a.u.
HOMO energy (alpha / beta)   -0.370 / -0.412 Eh



Number 1 is which compound? C30H25F8N3O5S



Which value of relative energy (zero: lowest compared OMol25 entry of this formula, charge and spin) does entry 3 give? 59.43 kJ/mol



Copy entry 3 word for word.
Below is a structure of composition C30H26AuN4O5STe at a distorted geometry, with properties calculated with ωB97M-V/def2-TZVPD.

```
68
Properties=species:S:1:pos:R:3:mulliken_spin:R:1
Au -1.110 -2.020 -2.014 0.00
C 1.119 5.378 2.725 0.00
O 1.342 4.503 3.828 0.02
C 2.001 3.355 3.606 0.05
C 2.484 2.959 2.355 -0.02
C 3.138 1.747 2.226 0.02
C 3.335 0.944 3.347 0.05
C 2.908 1.376 4.607 0.05
C 2.218 2.554 4.732 -0.03
N 4.054 -0.266 3.316 0.16
N 4.178 -0.938 2.290 0.16
C 3.330 -1.256 1.297 0.18
C 3.937 -1.579 0.053 0.02
C 3.199 -1.837 -1.056 0.04
C 1.772 -1.859 -1.002 0.07
O 1.094 -2.041 -2.039 0.11
C 1.128 -1.692 0.314 0.06
N -0.202 -1.885 0.340 0.00
C -0.827 -1.819 1.501 0.00
C -0.147 -1.591 2.703 0.00
C 1.211 -1.397 2.679 0.04
C 1.889 -1.413 1.452 -0.01
H 0.548 6.212 3.114 0.00
H 0.545 4.877 1.944 0.00
H 2.064 5.741 2.319 0.00
H 2.386 3.605 1.497 0.00
H 3.551 1.455 1.266 0.04
H 3.119 0.759 5.472 0.00
H 1.857 2.901 5.692 0.00
H 5.019 -1.553 0.005 0.00
H 3.668 -2.037 -2.010 0.00
H -1.899 -1.980 1.491 0.00
H -0.689 -1.593 3.639 0.00
H 1.757 -1.263 3.604 0.01
N -0.472 1.341 -2.255 0.19
C 0.850 1.477 -2.072 0.14
C 1.756 0.650 -2.800 0.14
C 3.076 0.674 -2.489 0.03
C 3.546 1.559 -1.475 0.19
C 2.625 2.367 -0.729 0.03
C 1.311 2.344 -1.040 0.09
S 5.230 1.644 -1.046 -0.03
O 4.956 0.909 0.219 0.17
O 5.964 0.894 -2.028 0.00
O 5.580 3.025 -0.856 0.01
H -1.079 2.058 -1.886 -0.01
H -0.805 0.911 -3.105 -0.01
H 1.370 -0.021 -3.558 0.00
H 3.797 0.044 -2.996 0.01
H 3.017 2.985 0.070 0.02
H 0.590 2.947 -0.498 0.00
C -4.557 -2.222 -0.820 0.00
Te -3.494 -1.174 -2.350 0.00
C -4.622 -2.465 -3.619 0.00
C -5.922 -2.612 -2.864 0.00
C -7.126 -2.853 -3.513 0.00
C -8.295 -2.992 -2.778 0.00
C -8.264 -2.888 -1.394 0.00
C -7.064 -2.639 -0.741 0.00
C -5.893 -2.499 -1.472 0.00
H -4.634 -1.620 0.083 0.00
H -3.999 -3.131 -0.605 0.00
H -4.068 -3.397 -3.709 0.00
H -4.743 -2.021 -4.603 0.00
H -7.152 -2.934 -4.593 0.00
H -9.234 -3.168 -3.289 0.00
H -9.178 -2.988 -0.822 0.00
H -7.043 -2.552 0.340 0.00
```

Calculated values
Spin multiplicity   3
<S²>   2.077
Frontier orbital gap (alpha / beta)   6.433 / 5.500 eV
Charge   +1
Lowest unoccupied orbital energy (alpha / beta)   -3.6 / -5.7 eV
Relative energy (zero: lowest compared OMol25 entry of this formula, charge and spin)   59.43 kJ/mol
E   -2555.5630 a.u.
HOMO energy (alpha / beta)   -0.370 / -0.412 Eh